Computed, not measured: a 2-piece molecular cluster, C5H12NO overall in a non-equilibrium geometry, with ωB97M-V/def2-TZVPD.

Each line ends with the natural charge from an NBO analysis.
Atoms and positions in Å:
C1 -2.4375 -0.7497 -0.0088  -0.080
C2 -1.6611 0.2753 -0.3371  -0.335
N1 -2.3256 -1.2812 1.4047  -0.700
H1 -3.1676 -1.2959 -0.5888  0.246
H2 -1.0902 0.3783 -1.2574  0.265
H3 -1.4596 1.1356 0.2945  0.238
H4 -2.4562 -2.2953 1.4262  0.453
H5 -1.3668 -1.1293 1.7139  0.454
H6 -3.0207 -0.8797 2.0431  0.450
C3 1.1531 1.6188 0.2838  -0.620
C4 2.1577 0.9963 -0.6385  -0.277
C5 2.3774 -0.3014 -0.7562  0.131
O1 3.1938 -0.8182 -1.7186  -0.678
H7 0.3924 2.1608 -0.2791  0.200
H8 0.6440 0.8810 0.9076  0.171
H9 1.6576 2.3192 0.9497  0.234
H10 2.6955 1.6988 -1.2661  0.224
H11 1.8398 -1.0352 -0.1623  0.140
H12 2.8737 -1.6783 -2.0108  0.483

Forces on atoms 1 to 6 (eV/Å):
0.4 -0.3 0.2
0.2 0.4 -0.2
-1.0 0.6 0.0
0.8 -0.6 -0.4
-1.4 0.2 -0.8
0.7 -0.8 0.9

## Properties
- charge = +1
- orbital gap (eV) = 7.02
- molecular weight (Da) = 102.2
- E (eV) = -8907.37360
- E_LUMO (eV) = -4.544
- E_HOMO (eV) = -11.564
- F_max (eV/A) = 1.6
- relative energy (zero: lowest compared OMol25 entry of this formula, charge and spin) (eV) = 3.256

Computed, not measured: C2H4N2O3 as an isolated structure in a non-equilibrium geometry, with ωB97M-V/def2-TZVPD.

Each line ends with the natural charge from an NBO analysis.
Atoms and positions in Å:
C1 -0.8640 0.3390 0.9008  0.827
N1 0.5705 -1.4069 -0.3016  -0.500
C2 0.4051 1.2915 -0.7795  0.664
O1 -0.3318 -0.3264 -0.4915  -0.419
O2 -0.5728 1.5464 0.6618  -0.585
N2 -1.3330 -0.3645 1.8013  -0.713
O3 1.5790 1.3513 -0.6751  -0.546
H1 0.7625 -1.7441 -1.2419  0.357
H2 1.4350 -1.0048 0.0704  0.356
H3 -1.3732 -1.3562 1.5908  0.390
H4 -0.2774 1.6746 -1.5356  0.171

Forces on atoms 1 to 6 (eV/Å):
0.5 -1.0 -0.5
-0.2 0.2 0.2
0.3 0.3 0.4
0.2 0.5 0.5
0.3 0.0 -0.6
0.0 0.3 -0.2

## Properties
- orbital gap (eV) = 11.08
- molecular weight (Da) = 104.1
- E (eV) = -11257.92704
- E_LUMO (eV) = 0.655
- E_HOMO (eV) = -10.430
- F_max (eV/A) = 1.2
- relative energy (zero: lowest compared OMol25 entry of this formula, charge and spin) (eV) = 4.640

Computed, not measured: one molecule with the formula C5H7NO, with ωB97M-V/def2-TZVPD.

Each line ends with the natural charge from an NBO analysis.
Atoms and positions in Å:
O1 1.2418 0.8076 1.6251  -0.525
C1 1.2524 1.3213 0.5282  0.420
C2 0.4396 0.9166 -0.6547  -0.235
C3 0.0619 -0.4721 -1.0293  -0.049
C4 -0.1919 -1.3907 0.1560  -0.440
C5 -1.2230 -0.3334 0.5984  -0.233
N1 -0.9804 0.5031 -0.6259  -0.344
H1 1.9122 2.1927 0.3266  0.114
H2 0.6132 1.5686 -1.5088  0.221
H3 0.1710 -0.7899 -2.0644  0.209
H4 0.6501 -1.5869 0.8228  0.228
H5 -0.6523 -2.3334 -0.1504  0.216
H6 -1.0382 0.1744 1.5457  0.215
H7 -2.2562 -0.6854 0.5603  0.204

Forces on atoms 1 to 6 (eV/Å):
0.0 0.2 -0.5
0.0 -0.2 0.3
0.2 0.2 0.0
0.1 -0.2 -0.3
0.1 -0.1 0.0
-0.2 0.0 0.2

## Properties
- orbital gap (eV) = 10.28
- molecular weight (Da) = 97.1
- structure (SMILES) = O=C[C@H]1[C@H]2CCN21
- E (eV) = -8833.49204
- E_LUMO (eV) = 0.808
- E_HOMO (eV) = -9.476
- F_max (eV/A) = 0.5
- relative energy (zero: lowest compared OMol25 entry of this formula, charge and spin) (eV) = 2.711

Computed, not measured: C23H32BiN7O6PS2 as an isolated structure, with ωB97M-V/def2-TZVPD.

Each line ends with the Mulliken charge.
Atoms and positions in Å:
Bi1 -0.3165 0.5307 0.6570  1.188
N1 2.8600 3.9400 0.3814  -0.392
C1 1.9304 3.0018 0.7605  0.309
S1 0.4878 2.9526 -0.2202  -0.584
N2 2.2156 2.2991 1.8093  -1.156
N3 1.1858 1.4715 2.2220  0.865
C2 1.2263 1.1105 3.4538  -0.726
C3 0.1607 0.4545 4.1815  0.628
C4 0.4706 -0.1401 5.4093  -0.554
C5 -0.5059 -0.6260 6.2539  -0.733
C6 -1.8454 -0.4449 5.8901  -0.358
C7 -2.1837 0.1464 4.6941  -0.869
C8 -1.1980 0.5670 3.7627  0.979
O1 -1.5423 1.0518 2.6182  -0.977
H1 2.8592 4.1917 -0.5921  0.233
H2 3.7659 3.8300 0.8112  0.293
H3 2.1089 1.4134 4.0163  0.379
H4 1.5151 -0.2197 5.6904  0.398
H5 -0.2436 -1.0998 7.1895  0.372
H6 -2.6305 -0.7690 6.5653  0.315
H7 -3.2184 0.3062 4.4138  0.475
O2 3.4119 -4.6088 -0.1686  -0.592
C9 2.8373 -3.5779 0.0602  0.224
C10 2.0826 -3.2186 1.3381  0.089
O3 2.0788 -3.8318 2.3843  -0.678
C11 1.3782 -1.9782 1.0242  0.158
C12 1.7485 -1.4934 -0.2256  0.623
O4 1.2700 -0.3875 -0.6968  0.323
C13 2.6762 -2.3962 -0.8929  -0.290
O5 3.2157 -2.2618 -1.9747  -0.684
O6 0.5274 -1.3579 1.7691  -0.241
C14 3.0013 3.1260 -3.6858  -1.338
P1 2.4694 1.5222 -2.9338  1.019
C15 2.9140 0.4391 -4.3575  -1.418
C16 3.9102 1.1670 -1.8521  -1.033
H8 4.0409 3.1058 -4.0256  0.380
H9 2.8786 3.9475 -2.9768  0.287
H10 2.3595 3.3455 -4.5411  0.377
H11 3.9346 0.6130 -4.7114  0.426
H12 2.2218 0.6180 -5.1827  0.368
H13 2.8268 -0.6016 -4.0431  0.291
H14 4.8384 1.5678 -2.2698  0.422
H15 3.9977 0.0834 -1.7669  0.194
H16 3.7565 1.5679 -0.8497  0.139
C17 -2.5305 1.5105 -1.9821  -0.763
C18 -3.5359 1.3034 -3.1447  -0.776
N4 -3.3961 -0.0418 -3.7017  -0.220
C19 -2.0172 -0.2229 -4.1657  -0.886
C20 -1.0199 -0.0398 -2.9939  -0.347
N5 -1.7661 0.2785 -1.7708  0.541
C21 -2.6892 -0.8216 -1.4631  -0.532
C22 -3.6690 -1.0197 -2.6461  -0.860
H17 -3.0436 1.7631 -1.0496  0.452
H18 -1.8217 2.3125 -2.2004  0.433
H19 -3.3646 2.0272 -3.9447  0.320
H20 -4.5663 1.4258 -2.8031  0.286
H21 -1.8279 0.5006 -4.9624  0.334
H22 -1.9356 -1.2209 -4.6017  0.354
H23 -0.3060 0.7662 -3.1695  -0.203
H24 -0.4339 -0.9407 -2.8054  0.406
H25 -3.2182 -0.5850 -0.5362  0.415
H26 -2.1015 -1.7201 -1.2666  0.262
H27 -4.7060 -0.9009 -2.3252  0.315
H28 -3.5693 -2.0195 -3.0726  0.308
N6 -3.6355 -2.6496 3.4536  -0.520
C23 -2.5003 -2.9629 2.7670  0.601
N7 -1.3608 -2.8281 3.4459  -0.278
S2 -2.5884 -3.5321 1.1880  -0.403
H29 -3.5620 -1.9932 4.2161  0.195
H30 -4.4680 -2.6110 2.8934  0.236
H31 -1.3544 -2.3237 4.3216  0.102
H32 -0.4906 -2.8114 2.9313  0.097

Forces on atoms 1 to 6 (eV/Å):
-0.2 -0.1 0.1
0.1 0.0 0.1
0.0 0.0 0.0
-0.1 0.0 0.1
-0.1 -0.1 -0.1
0.1 0.0 0.1

## Properties
- charge = -1
- orbital gap (eV) = 7.43
- molecular weight (Da) = 806.6
- E (eV) = -83888.30928
- E_LUMO (eV) = 2.338
- E_HOMO (eV) = -5.091
- F_max (eV/A) = 0.3
- relative energy (zero: lowest compared OMol25 entry of this formula, charge and spin) (eV) = 0.362

Computed, not measured: one molecule with the formula C7H19OPSSi in a non-equilibrium geometry, with ωB97M-V/def2-TZVPD.

Each line ends with the natural charge from an NBO analysis.
Atoms and positions in Å:
C1 1.9055 -3.1020 0.1188  -0.601
C2 2.2653 2.2399 0.1213  -0.615
C3 -3.1908 -0.9537 -0.0030  -1.114
C4 -1.8109 0.8074 -2.2950  -1.152
C5 -2.2422 1.7525 0.8785  -1.129
C6 1.9570 -1.8390 0.9354  -0.753
C7 1.5822 1.2347 1.0309  -0.741
O1 -0.4993 -0.4192 -0.0987  -1.213
Si1 -1.8786 0.3839 -0.4252  1.883
P1 1.4251 -0.3225 0.0115  1.515
S1 2.3502 -0.1919 -1.6449  -0.521
H1 2.5406 -3.0484 -0.7085  0.226
H2 2.3830 -3.9578 0.6951  0.209
H3 0.9691 -3.4621 -0.1333  0.219
H4 3.2571 1.9229 -0.3217  0.232
H5 1.5834 2.2955 -0.6998  0.214
H6 2.3274 3.1772 0.6012  0.213
H7 -2.9030 -1.8338 -0.5394  0.229
H8 -2.9725 -1.2335 1.0083  0.227
H9 -4.2581 -0.8353 0.0064  0.234
H10 -1.0014 1.5151 -2.4838  0.237
H11 -1.2437 -0.1556 -2.6903  0.252
H12 -2.7198 1.0417 -2.9557  0.250
H13 -3.1888 2.2715 0.6770  0.244
H14 -2.1705 1.3341 1.9187  0.241
H15 -1.6408 2.5750 0.7115  0.221
H16 2.9913 -1.7615 1.3343  0.255
H17 1.3886 -1.9892 1.8376  0.242
H18 0.5504 1.6221 1.2622  0.263
H19 2.2441 0.9322 1.8506  0.233

Forces on atoms 1 to 6 (eV/Å):
2.0 -1.4 2.0
0.7 -0.9 -0.7
1.1 0.5 -0.1
0.7 -1.7 -0.8
-0.9 -1.6 -0.4
-0.1 0.1 0.6

## Properties
- orbital gap (eV) = 9.66
- molecular weight (Da) = 210.4
- structure (SMILES) = CCP(=S)(CC)O[Si](C)(C)C
- E (eV) = -37617.91728
- E_LUMO (eV) = 0.617
- E_HOMO (eV) = -9.039
- F_max (eV/A) = 4.7
- relative energy (zero: lowest compared OMol25 entry of this formula, charge and spin) (eV) = 0.000

Computed, not measured: C24H16Br2CoFN3O2S2 as an isolated structure, with ωB97M-V/def2-TZVPD.

Each line ends with the natural charge from an NBO analysis.
Atoms and positions in Å:
Co1 -0.8334 -0.5009 -0.2930  1.006
Br1 -1.4749 0.0447 6.1723  0.163
C1 -1.2532 -0.0607 4.3187  -0.057
C2 -0.1289 0.4726 3.7129  -0.243
C3 -0.0044 0.3708 2.3393  0.074
N1 -0.9327 -0.2278 1.5908  -0.426
C4 -2.0340 -0.7360 2.1759  0.138
C5 -2.2260 -0.6733 3.5407  -0.188
C6 -2.9875 -1.3427 1.2285  0.264
C7 -4.1924 -1.9239 1.5797  -0.253
C8 -4.9885 -2.4486 0.5732  -0.035
Br2 -6.6269 -3.2418 0.9988  0.167
C9 -4.5645 -2.3839 -0.7467  -0.254
C10 -3.3465 -1.7925 -1.0108  0.084
N2 -2.5800 -1.2819 -0.0470  -0.460
H1 0.6428 0.9637 4.2872  0.259
H2 0.8537 0.7829 1.8249  0.266
H3 -3.1100 -1.0879 4.0005  0.238
H4 -4.5140 -1.9712 2.6091  0.247
H5 -5.1621 -2.7878 -1.5502  0.260
H6 -2.9613 -1.7301 -2.0207  0.229
F1 1.5601 4.9782 -3.1429  -0.305
C11 0.7904 4.0705 -2.5312  0.438
C12 0.1911 3.0857 -3.2920  -0.264
C13 -0.6012 2.1532 -2.6491  -0.157
C14 -0.7967 2.2013 -1.2654  -0.115
C15 -1.6875 1.2341 -0.6098  -0.481
C16 -0.1663 3.2129 -0.5341  -0.163
C17 0.6254 4.1557 -1.1605  -0.262
H7 0.3492 3.0640 -4.3610  0.243
H8 -1.0990 1.3874 -3.2337  0.211
H9 -2.4813 0.8905 -1.2804  0.202
H10 -2.1173 1.6029 0.3197  0.208
H11 -0.3129 3.2687 0.5385  0.215
H12 1.1166 4.9463 -0.6109  0.243
O1 2.5027 1.6245 -1.7327  -0.890
S1 2.4384 0.8410 -0.5452  2.319
O2 2.4611 1.4902 0.7355  -0.929
N3 1.1138 -0.1993 -0.5860  -0.865
C18 1.4839 -1.4582 -0.7184  0.156
S2 0.2351 -2.6001 -0.7844  -0.175
C19 2.9352 -1.6820 -0.7526  -0.069
C20 3.6306 -2.8712 -0.8814  -0.168
C21 5.0182 -2.8113 -0.8833  -0.183
C22 5.6832 -1.5940 -0.7638  -0.163
C23 4.9839 -0.3968 -0.6401  -0.161
C24 3.6095 -0.4787 -0.6320  -0.323
H13 3.1033 -3.8110 -0.9784  0.243
H14 5.5929 -3.7219 -0.9820  0.235
H15 6.7646 -1.5768 -0.7708  0.236
H16 5.4977 0.5510 -0.5558  0.245

Forces on atoms 1 to 6 (eV/Å):
0.3 -0.4 -0.1
0.0 0.0 0.0
0.0 0.0 0.0
0.0 0.0 0.0
0.0 0.0 0.0
0.0 0.0 0.2

## Properties
- charge = +1
- orbital gap (alpha / beta) (eV) = 6.99 / 6.68
- molecular weight (Da) = 680.3
- E (eV) = -235807.16182
- E_LUMO (alpha / beta) (eV) = -3.975 / -4.502
- E_HOMO (alpha / beta) (eV) = -10.965 / -11.185
- F_max (eV/A) = 0.8
- relative energy (zero: lowest compared OMol25 entry of this formula, charge and spin) (eV) = 0.022

Computed, not measured: one molecule with the formula C3H5N3O in a non-equilibrium geometry, with ωB97M-V/def2-TZVPD.

Each line ends with the natural charge from an NBO analysis.
Atoms and positions in Å:
C1 -1.6663 0.7519 0.2836  -0.082
C2 -1.7791 -0.6367 0.1547  -0.079
C3 1.5505 -0.1749 -0.5630  0.086
N1 -0.4671 1.1168 -0.0028  -0.201
N2 0.1760 -0.0774 -0.2017  -0.091
N3 -0.6550 -1.1902 -0.1120  -0.211
O1 2.4283 0.2982 0.4550  -0.717
H1 -2.4319 1.4086 0.4928  0.207
H2 -2.8005 -0.9788 0.2996  0.217
H3 1.9453 0.4489 -1.3823  0.202
H4 1.9661 0.3427 1.2842  0.473
H5 1.7337 -1.3092 -0.7080  0.194

Forces on atoms 1 to 6 (eV/Å):
0.4 -1.0 -0.7
-2.9 1.0 1.0
2.0 -1.6 0.5
2.3 -1.1 -0.2
-1.4 0.3 -0.2
2.1 1.1 -0.6

## Properties
- orbital gap (eV) = 11.05
- molecular weight (Da) = 99.1
- structure (SMILES) = OCn1nccn1
- E (eV) = -9707.94945
- E_LUMO (eV) = 0.911
- E_HOMO (eV) = -10.136
- F_max (eV/A) = 3.3
- relative energy (zero: lowest compared OMol25 entry of this formula, charge and spin) (eV) = 2.634

Computed, not measured: C12H29LiO4 as an isolated structure in a non-equilibrium geometry, with ωB97M-V/def2-TZVPD.

Each line ends with the natural charge from an NBO analysis.
Atoms and positions in Å:
Li1 -1.3221 -0.4784 -0.5507  0.944
C1 -0.7676 -4.7036 3.1974  -0.639
C2 -1.0694 -4.1090 1.8369  0.108
C3 -0.9667 -5.2657 0.7969  -0.642
O1 -2.1079 -3.1506 1.6264  -0.979
H1 -0.2472 -4.1126 3.9510  0.179
H2 -0.1175 -5.5756 3.1266  0.170
H3 -1.7309 -4.9259 3.6564  0.194
H4 -0.1581 -3.5888 1.5416  0.075
H5 -1.7278 -6.0431 0.8636  0.169
H6 -0.0980 -5.9044 0.9566  0.165
H7 -1.0053 -4.6927 -0.1296  0.213
C4 0.4693 -1.5906 -4.6962  -0.632
C5 -0.1067 -0.1713 -4.3813  0.095
C6 0.2134 0.8057 -5.4697  -0.630
O2 -1.4481 -0.1978 -3.9226  -0.989
H8 0.3420 -2.2334 -3.8252  0.196
H9 1.5402 -1.5007 -4.8783  0.162
H10 -0.0646 -2.1146 -5.4891  0.185
H11 0.4633 0.1792 -3.5208  0.078
H12 -0.4899 1.6262 -5.6119  0.213
H13 0.2998 0.4004 -6.4778  0.167
H14 1.2469 1.1483 -5.4178  0.172
C7 -2.9674 3.6706 2.1704  -0.643
C8 -3.2283 3.4921 0.5990  0.109
C9 -2.2279 4.1806 -0.3355  -0.629
O3 -3.5506 2.1373 0.3368  -0.971
H15 -2.8872 4.7139 2.4760  0.155
H16 -2.0893 3.0825 2.4373  0.188
H17 -3.7419 3.2245 2.7943  0.202
H18 -4.0784 4.1025 0.2943  0.078
H19 -2.3519 4.1269 -1.4171  0.208
H20 -1.2551 3.7187 -0.1672  0.167
H21 -2.0794 5.2263 -0.0665  0.162
C10 3.2763 -0.1036 2.4797  -0.622
C11 2.8543 1.2821 2.0263  0.099
C12 3.9342 2.3313 1.8474  -0.638
O4 2.0345 1.1311 0.8986  -0.711
H22 3.8548 -0.6010 1.7012  0.208
H23 2.3923 -0.6494 2.8094  0.238
H24 3.8742 -0.0474 3.3893  0.194
H25 2.1961 1.7234 2.7748  0.145
H26 3.7414 3.1076 1.1069  0.212
H27 4.7795 1.7855 1.4284  0.196
H28 4.1938 2.6417 2.8595  0.213
H29 2.1794 1.9219 0.3741  0.466

Forces on atoms 1 to 6 (eV/Å):
-0.8 0.1 -0.2
-0.7 0.1 1.1
0.1 1.7 -1.5
-0.9 0.2 0.4
1.3 -2.1 0.7
-0.1 0.8 -0.2

## Properties
- charge = -2
- orbital gap (eV) = 5.05
- molecular weight (Da) = 244.3
- E (eV) = -21303.59487
- E_LUMO (eV) = 4.171
- E_HOMO (eV) = -0.874
- F_max (eV/A) = 3.1
- relative energy (zero: lowest compared OMol25 entry of this formula, charge and spin) (eV) = 1.849

- The highest F_max belongs to which entry?
  C7H19OPSSi

- Which formula does entry 4 have?
  C23H32BiN7O6PS2

- Which formula does entry 5 have?
  C7H19OPSSi

- Which of these has the lowest E?
  C24H16Br2CoFN3O2S2